This record from the OMol25 dataset describes C47H62CdN3P2SSi as an isolated structure. The level of theory is ωB97M-V with the def2-TZVPD basis set.

Properties
**Net charge**: +1
**Gap between HOMO and LUMO**: 6.849 eV

Element x y z (Å)
Cd: -0.224 0.092 -0.482
C: -0.155 3.915 -0.820
Si: 0.143 2.407 0.294
C: 1.981 2.502 0.795
C: 2.340 3.669 1.475
C: 3.656 3.972 1.776
C: 4.655 3.085 1.408
C: 4.321 1.907 0.764
C: 3.000 1.595 0.435
P: 2.634 -0.048 -0.340
C: 3.927 -1.147 0.417
C: 3.742 -2.589 -0.066
C: 4.895 -3.473 0.443
C: 5.403 -3.010 1.818
C: 4.253 -2.403 2.617
C: 3.775 -1.102 1.952
C: 3.103 -0.047 -2.166
C: 4.565 0.150 -2.594
C: 4.996 1.616 -2.676
C: 4.048 2.416 -3.566
C: 2.621 2.302 -3.035
C: 2.186 0.837 -3.026
C: -1.170 2.465 1.670
C: -2.076 3.526 1.705
C: -3.264 3.443 2.417
C: -3.581 2.271 3.083
C: -2.670 1.224 3.106
C: -1.452 1.317 2.436
P: -0.088 0.089 2.604
C: 0.560 0.665 4.270
C: -0.366 0.713 5.484
C: 0.280 1.584 6.573
C: 1.795 1.326 6.704
C: 2.162 -0.039 6.131
C: 1.866 -0.083 4.626
C: -0.938 -1.581 2.740
C: -1.655 -2.034 4.029
C: -0.767 -2.953 4.863
C: -0.523 -4.275 4.122
C: -0.380 -4.047 2.605
C: 0.114 -2.633 2.317
H: -0.009 4.847 -0.267
H: 0.543 3.920 -1.658
H: -1.168 3.924 -1.228
H: 1.561 4.364 1.775
H: 3.901 4.893 2.290
H: 5.692 3.306 1.626
H: 5.118 1.220 0.509
H: 4.927 -0.823 0.125
H: 2.782 -2.960 0.311
H: 3.706 -2.638 -1.157
H: 4.552 -4.508 0.505
H: 5.718 -3.453 -0.275
H: 5.847 -3.848 2.356
H: 6.189 -2.259 1.698
H: 3.435 -3.129 2.660
H: 4.560 -2.203 3.645
H: 2.723 -0.929 2.200
H: 4.340 -0.258 2.350
H: 2.836 -1.087 -2.398
H: 5.240 -0.409 -1.942
H: 4.665 -0.289 -3.593
H: 4.999 2.064 -1.684
H: 6.015 1.666 -3.065
H: 4.357 3.462 -3.595
H: 4.087 2.030 -4.590
H: 2.581 2.706 -2.020
H: 1.936 2.884 -3.656
H: 1.145 0.750 -2.696
H: 2.226 0.464 -4.055
H: -1.861 4.432 1.151
H: -3.952 4.279 2.425
H: -4.525 2.175 3.604
H: -2.927 0.324 3.647
H: 0.812 1.704 4.021
H: -1.336 1.136 5.231
H: -0.524 -0.295 5.873
H: 0.108 2.636 6.337
H: -0.220 1.382 7.522
H: 2.356 2.094 6.165
H: 2.100 1.386 7.749
H: 3.219 -0.252 6.298
H: 1.593 -0.815 6.651
H: 2.693 0.377 4.081
H: 1.816 -1.127 4.305
H: -1.686 -1.510 1.936
H: -1.971 -1.185 4.629
H: -2.561 -2.584 3.754
H: 0.183 -2.449 5.062
H: -1.232 -3.151 5.830
H: 0.376 -4.750 4.517
H: -1.356 -4.955 4.310
H: 0.306 -4.782 2.177
H: -1.347 -4.189 2.111
H: 1.052 -2.468 2.857
H: 0.347 -2.508 1.257
N: -4.072 -2.046 -0.370
C: -4.749 -0.840 -0.269
C: -6.060 -0.522 0.061
C: -6.386 0.820 0.065
C: -5.442 1.812 -0.241
C: -4.139 1.496 -0.561
C: -3.792 0.148 -0.567
N: -2.594 -0.473 -0.855
C: -2.790 -1.748 -0.709
C: -1.679 -2.662 -0.881
C: -1.688 -4.023 -0.927
S: -0.099 -4.610 -1.156
C: 0.483 -2.994 -1.145
N: -0.432 -2.090 -0.996
H: -4.463 -2.960 -0.231
H: -6.789 -1.284 0.301
H: -7.394 1.118 0.320
H: -5.750 2.849 -0.229
H: -3.405 2.254 -0.799
H: -2.523 -4.700 -0.844
H: 1.536 -2.772 -1.240

=====

This record from the OMol25 dataset describes a 10-piece molecular cluster, C47H62IN9O7S overall. The level of theory is ωB97M-V with the def2-TZVPD basis set.

Properties
**Gap between HOMO and LUMO**: 7.870 eV
**SMILES**: O=C(O)C[C@H]1OS(=O)(=O)C[C@@H](CC(=O)I)[C@H]1CCCO.c1cc[nH]c1.c1cc[nH]c1.c1cc[nH]c1.c1cc[nH]c1.c1cc[nH]c1.c1cc[nH]c1.c1cc[nH]c1.c1cc[nH]c1.c1cc[nH]c1

Element x y z (Å)
O: 0.744 0.636 0.098
C: 0.444 -0.536 0.138
O: -0.846 -0.929 0.070
C: 1.454 -1.662 0.283
C: 1.621 -2.355 -1.097
O: 1.040 -1.457 -2.075
S: 1.533 -1.602 -3.580
O: 1.077 -2.831 -4.132
O: 1.096 -0.421 -4.236
C: 3.316 -1.575 -3.589
C: 3.847 -1.667 -2.129
C: 3.790 -0.291 -1.452
C: 4.866 -0.186 -0.400
O: 5.999 -0.536 -0.593
I: 4.353 0.647 1.536
C: 3.050 -2.773 -1.424
C: 3.825 -3.349 -0.242
C: 3.080 -4.424 0.562
C: 4.056 -5.338 1.305
O: 4.159 -5.008 2.676
H: -0.887 -1.839 -0.235
H: 1.030 -2.381 0.967
H: 2.379 -1.259 0.656
H: 1.028 -3.260 -1.052
H: 3.680 -0.655 -4.014
H: 3.693 -2.446 -4.092
H: 4.883 -1.952 -2.228
H: 4.068 0.463 -2.184
H: 2.818 -0.001 -1.083
H: 2.977 -3.585 -2.143
H: 4.689 -3.838 -0.677
H: 4.223 -2.580 0.412
H: 2.406 -4.978 -0.080
H: 2.524 -3.929 1.344
H: 3.784 -6.377 1.188
H: 5.054 -5.234 0.884
H: 4.798 -4.305 2.778
C: 3.022 4.187 -2.797
C: 2.775 3.610 -4.074
C: 1.994 2.502 -3.875
N: 1.761 2.387 -2.532
C: 2.381 3.411 -1.867
H: 3.602 5.070 -2.586
H: 3.130 3.967 -5.026
H: 1.584 1.790 -4.566
H: 1.216 1.662 -2.101
H: 2.312 3.497 -0.796
C: -5.939 -1.149 -1.549
C: -4.793 -1.127 -0.708
C: -3.735 -0.703 -1.469
N: -4.196 -0.471 -2.735
C: -5.538 -0.737 -2.792
H: -6.941 -1.434 -1.273
H: -4.751 -1.391 0.335
H: -2.701 -0.547 -1.220
H: -3.634 -0.155 -3.504
H: -6.087 -0.615 -3.710
C: 6.426 -0.203 -5.124
C: 6.783 -0.620 -3.811
C: 7.698 -1.631 -3.939
N: 7.904 -1.842 -5.275
C: 7.136 -0.976 -6.003
H: 5.730 0.576 -5.391
H: 6.414 -0.222 -2.884
H: 8.218 -2.213 -3.197
H: 8.525 -2.528 -5.661
H: 7.161 -0.983 -7.079
C: -9.948 2.188 -3.023
C: -9.680 1.897 -4.387
C: -8.386 1.454 -4.458
N: -7.863 1.468 -3.195
C: -8.807 1.910 -2.314
H: -10.875 2.554 -2.614
H: -10.358 2.000 -5.217
H: -7.795 1.131 -5.298
H: -6.926 1.194 -2.951
H: -8.587 1.987 -1.262
C: -13.126 4.158 1.151
C: -13.050 5.440 0.544
C: -12.017 5.405 -0.355
N: -11.466 4.155 -0.312
C: -12.138 3.387 0.599
H: -13.826 3.839 1.906
H: -13.680 6.289 0.745
H: -11.628 6.159 -1.017
H: -10.687 3.847 -0.866
H: -11.856 2.363 0.775
C: 6.324 2.377 6.433
C: 5.377 1.779 7.310
C: 4.239 1.548 6.585
N: 4.460 1.988 5.308
C: 5.728 2.490 5.206
H: 7.326 2.686 6.678
H: 5.517 1.544 8.351
H: 3.296 1.112 6.866
H: 3.794 1.949 4.560
H: 6.094 2.882 4.271
C: 6.067 5.650 0.934
C: 7.419 5.262 0.732
C: 7.958 5.005 1.964
N: 6.985 5.224 2.901
C: 5.829 5.614 2.281
H: 5.352 5.922 0.176
H: 7.936 5.181 -0.209
H: 8.945 4.687 2.253
H: 7.101 5.116 3.892
H: 4.943 5.831 2.852
C: 4.957 -11.039 2.390
C: 4.795 -10.150 3.488
C: 5.419 -8.977 3.160
N: 5.956 -9.125 1.909
C: 5.675 -10.377 1.432
H: 4.588 -12.047 2.314
H: 4.278 -10.349 4.411
H: 5.529 -8.055 3.704
H: 6.475 -8.423 1.418
H: 6.011 -10.687 0.457
C: -12.179 4.223 4.904
C: -11.921 3.826 6.245
C: -11.066 2.758 6.197
N: -10.801 2.493 4.881
C: -11.473 3.384 4.086
H: -12.810 5.032 4.578
H: -12.317 4.274 7.141
H: -10.626 2.166 6.982
H: -10.206 1.759 4.548
H: -11.392 3.344 3.014

=====

This record from the OMol25 dataset describes a 12-piece molecular cluster, C47H69N3O17 overall. The level of theory is ωB97M-V with the def2-TZVPD basis set.

Properties
**<S²>**: 0.762
**Spin multiplicity**: 2
**Net charge**: +1
**Gap between HOMO and LUMO (spin up / spin down)**: 6.920 / 2.853 eV

Element x y z (Å)
O: -1.735 6.324 3.745
C: -0.977 6.090 2.778
O: 0.306 6.312 2.884
C: 1.105 5.836 1.790
C: 0.133 4.908 1.022
C: -1.211 5.589 1.333
H: 1.898 5.259 2.266
H: 1.430 6.742 1.278
H: 0.138 3.898 1.432
H: 0.415 4.736 -0.017
H: -2.133 5.008 1.316
H: -1.373 6.523 0.795
O: 1.269 1.794 0.198
C: 0.664 0.722 0.202
O: 0.888 -0.221 -0.779
C: 0.272 -1.440 -0.447
C: -0.005 -1.314 1.058
C: -0.260 0.170 1.277
H: 0.990 -2.232 -0.659
H: -0.593 -1.534 -1.104
H: 0.896 -1.598 1.602
H: -0.800 -1.877 1.546
H: 0.111 0.489 2.251
H: -1.316 0.351 1.076
O: 3.190 -3.504 0.817
C: 3.895 -2.541 0.480
O: 3.414 -1.303 0.503
C: 4.401 -0.338 0.194
C: 5.680 -1.086 0.347
C: 5.292 -2.478 -0.075
H: 4.242 0.441 0.940
H: 4.174 0.019 -0.810
H: 6.034 -0.938 1.367
H: 6.450 -0.603 -0.254
H: 5.894 -3.253 0.397
H: 5.193 -2.557 -1.158
O: 4.474 5.415 -3.266
C: 4.286 4.502 -2.470
O: 3.426 3.497 -2.659
C: 3.762 2.484 -1.790
C: 4.220 3.223 -0.529
C: 5.060 4.329 -1.209
H: 4.429 1.728 -2.204
H: 2.840 1.940 -1.583
H: 4.766 2.623 0.199
H: 3.311 3.521 -0.006
H: 6.050 3.907 -1.381
H: 5.183 5.318 -0.768
O: -0.150 -0.653 -5.445
C: -0.812 -1.144 -4.487
O: -0.730 -2.430 -4.249
C: -1.752 -2.860 -3.342
C: -2.610 -1.680 -3.233
C: -1.766 -0.456 -3.513
H: -1.339 -3.100 -2.362
H: -2.307 -3.713 -3.733
H: -3.031 -1.680 -2.227
H: -3.528 -1.828 -3.802
H: -1.292 -0.080 -2.606
H: -2.377 0.325 -3.966
O: -3.354 -2.655 1.404
C: -3.607 -2.998 2.542
O: -3.967 -4.278 2.939
C: -4.258 -4.323 4.314
C: -3.756 -3.005 4.899
C: -3.712 -2.076 3.764
H: -3.720 -5.097 4.862
H: -5.319 -4.359 4.564
H: -2.837 -3.116 5.475
H: -4.434 -2.510 5.593
H: -2.869 -1.385 3.761
H: -4.596 -1.442 3.702
O: -0.576 5.613 -4.813
C: -0.185 4.652 -4.199
O: -0.296 4.634 -2.851
C: 0.045 3.378 -2.360
C: -0.053 2.436 -3.561
C: 0.312 3.333 -4.756
H: -0.675 3.048 -1.611
H: 1.041 3.379 -1.918
H: -1.095 2.119 -3.562
H: 0.574 1.557 -3.410
H: -0.117 3.081 -5.726
H: 1.397 3.405 -4.829
O: -2.410 2.595 -0.343
C: -3.464 2.014 -0.548
O: -3.812 1.615 -1.769
C: -4.986 0.798 -1.783
C: -5.482 0.916 -0.392
C: -4.358 1.437 0.477
H: -4.645 -0.188 -2.099
H: -5.707 1.177 -2.506
H: -5.944 0.006 -0.007
H: -6.273 1.658 -0.493
H: -3.860 0.747 1.158
H: -4.678 2.298 1.065
N: -1.092 -5.969 -2.259
C: 0.211 -5.592 -2.494
C: 0.815 -5.000 -1.405
C: -0.240 -4.901 -0.545
C: -1.344 -5.628 -0.967
H: -1.712 -6.484 -2.868
H: 0.576 -5.753 -3.498
H: 1.797 -4.573 -1.263
H: -0.224 -4.407 0.416
H: -2.292 -5.791 -0.476
N: 2.133 -1.825 4.939
C: 1.516 -2.631 4.066
C: 0.171 -2.598 4.334
C: 0.019 -1.711 5.420
C: 1.223 -1.155 5.660
H: 3.118 -1.601 4.975
H: 1.948 -3.284 3.323
H: -0.645 -3.152 3.894
H: -0.909 -1.546 5.947
H: 1.548 -0.394 6.354
N: -2.233 0.838 4.840
C: -1.024 1.430 4.657
C: -1.247 2.408 3.758
C: -2.574 2.353 3.346
C: -3.201 1.379 4.020
H: -2.357 0.043 5.450
H: -0.122 1.185 5.197
H: -0.401 2.955 3.370
H: -3.000 2.930 2.538
H: -4.191 0.947 4.005
C: 2.539 -1.555 -3.462
C: 3.105 -2.916 -3.635
O: 3.818 -3.462 -2.792
C: 2.729 -3.592 -4.908
H: 2.770 -1.039 -4.393
H: 3.041 -1.056 -2.633
H: 1.474 -1.681 -3.268
H: 2.688 -4.673 -4.778
H: 3.445 -3.302 -5.676
H: 1.721 -3.242 -5.132

=====

The evaluated E for the records listed, in turn: -96068.6620, -96421.1478, -89126.6706 eV.